(1)
Formula: C17H25F3N5O3PSZr
Source: the OMol25 dataset
Level of theory: wB97M-V/def2-TZVPD

- LUMO energy (eV) = -8.0
- charge = +2
- E_tot (eV) = -61171.9036
- relative energy (zero: lowest compared OMol25 entry of this formula, charge and spin) (eV) = 0.5516

Last column: Mulliken charge in e.
Element x y z (Å)
Zr -10.3936 -10.9967 -6.1691  0.46
N -12.8173 -10.9288 -5.3229  -0.67
C -13.2215 -10.0697 -6.4911  -0.47
C -11.9348 -9.9007 -7.3552  1.05
O -11.1651 -8.8885 -7.2319  -0.50
O -11.5547 -11.0418 -7.9200  -0.47
H -13.4667 -11.7063 -5.2086  0.26
H -12.8715 -10.3647 -4.4606  0.24
H -13.6241 -9.1334 -6.0600  0.37
H -14.0250 -10.5560 -7.0545  0.42
F -6.1138 -11.6159 -2.9840  -0.22
C -5.6538 -12.3016 -4.0692  0.62
F -4.2800 -12.1177 -4.1812  -0.27
F -5.9264 -13.6203 -3.8410  -0.21
C -6.3310 -11.8440 -5.3640  -0.25
C -5.5149 -11.3690 -6.3793  -0.05
C -6.1014 -10.8217 -7.5434  -0.88
C -7.4386 -10.6611 -7.6952  -0.61
N -8.2530 -11.0790 -6.6534  -0.04
C -7.7618 -11.7957 -5.6068  0.60
S -9.0020 -12.5205 -4.5355  -0.28
H -4.4447 -11.4649 -6.2699  0.61
H -5.4640 -10.4832 -8.3783  0.42
H -7.8925 -10.2926 -8.6186  0.55
C -10.2610 -16.5631 -8.4469  -0.90
N -11.6003 -15.9393 -8.4256  0.17
C -12.3311 -16.5240 -7.2928  -0.88
N -11.6489 -16.4530 -5.9897  0.14
C -10.2994 -17.0382 -6.1048  -0.90
N -9.4720 -16.4493 -7.1771  0.11
C -9.0734 -15.0515 -6.9165  -1.04
P -10.5914 -13.9133 -6.7237  1.76
C -11.4752 -14.4848 -8.3110  -1.16
C -11.5833 -15.0385 -5.5239  -1.02
H -9.6588 -16.0818 -9.2650  0.36
H -10.3657 -17.6063 -8.6693  0.33
H -12.5075 -17.5808 -7.5212  0.30
H -13.3239 -16.0322 -7.2011  0.38
H -10.3955 -18.0989 -6.3979  0.32
H -9.7617 -17.0179 -5.1438  0.35
H -8.4654 -14.7263 -7.7516  0.45
H -8.5096 -14.9833 -5.9899  0.51
H -10.9509 -13.9961 -9.1792  0.48
H -12.4436 -13.9648 -8.2624  0.42
H -12.5876 -14.6396 -5.3707  0.43
H -11.0637 -15.0036 -4.5648  0.41
C -8.3523 -8.2366 -4.4615  -0.81
C -9.8329 -8.4294 -4.3531  0.98
C -10.6861 -7.3307 -3.8900  -1.39
O -10.3550 -9.5223 -4.7389  -0.43
H -7.9976 -7.6790 -3.5538  0.44
H -8.1003 -7.5871 -5.3401  0.33
H -7.7782 -9.1603 -4.5688  0.07
H -10.3073 -7.0255 -2.9132  0.45
H -11.7210 -7.6223 -3.8297  0.30
H -10.6171 -6.4623 -4.5884  0.35

(2)
Formula: C5H4INO
Source: the OMol25 dataset
Level of theory: wB97M-V/def2-TZVPD

- LUMO energy (eV) = -0.2
- E_tot (eV) = -16884.7782
- SMILES = N#CC(=O)C1(I)CC1
- relative energy (zero: lowest compared OMol25 entry of this formula, charge and spin) (eV) = 1.7391

Last column: Mulliken charge in e.
Element x y z (Å)
N -0.6123 2.6756 -3.5769  -0.35
C -0.7688 1.7992 -2.8666  0.12
C -1.4218 0.4619 -2.0768  0.44
O -2.3911 0.1143 -2.6786  -0.39
C -1.0241 -0.5134 -0.7510  0.12
I -1.9964 -2.3716 -0.8151  0.17
C 0.4491 -0.3514 -0.4508  -0.57
C -0.5797 0.1882 0.4907  -0.51
H 1.0427 -1.2008 -0.1543  0.25
H 0.9856 0.3558 -1.0733  0.22
H -0.7106 -0.3294 1.4311  0.26
H -0.7292 1.2572 0.5600  0.24

(3)
Formula: C3HBrCl3NOS
Source: the OMol25 dataset
Level of theory: wB97M-V/def2-TZVPD

- LUMO energy (alpha / beta) (eV) = 0.1 / -3.2
- E_tot (eV) = -125104.5897
- 2S+1 = 3
- relative energy (zero: lowest compared OMol25 entry of this formula, charge and spin) (eV) = 0.3342

Last column: Mulliken charge in e.
Element x y z (Å)
C -0.9995 0.7682 0.7333  0.49
C 0.8852 0.5026 0.2644  -0.25
C 0.7573 -0.7369 -0.5290  0.23
N -1.6482 0.1436 -0.3223  -0.14
O -1.3062 1.3810 1.6714  -0.39
S -0.7164 -0.5453 -1.6200  0.00
Cl 1.7594 0.3321 1.7849  -0.10
Cl 2.1140 -1.2653 -1.5213  -0.06
Cl 0.3100 -2.1696 0.6389  -0.12
Br 1.3574 1.9234 -0.9279  0.05
H -2.5132 -0.3339 -0.1724  0.28

(4)
Formula: C4H4ClNS2
Source: the OMol25 dataset
Level of theory: wB97M-V/def2-TZVPD

- LUMO energy (eV) = 0.6
- E_tot (eV) = -39893.0918
- relative energy (zero: lowest compared OMol25 entry of this formula, charge and spin) (eV) = 1.9971

Last column: Mulliken charge in e.
Element x y z (Å)
C -0.1940 1.3972 1.9621  -0.43
C -1.4451 0.9263 2.0362  0.43
C -0.2891 -0.3422 -0.4575  0.46
C 1.1385 -1.1368 -2.1528  -0.97
N -0.1042 -0.9957 -1.4683  -0.39
S -1.7051 -0.4150 0.6365  -0.22
S 0.8019 0.8550 0.6499  -0.21
Cl -2.6437 1.0323 3.2114  -0.14
H 0.0717 2.1803 2.6133  0.37
H 1.2937 -2.1256 -2.2619  0.34
H 1.1039 -0.6687 -3.0304  0.39
H 1.9714 -0.7072 -1.7385  0.38

relative energy (zero: lowest compared OMol25 entry of this formula, charge and spin) of number 3 (C3HBrCl3NOS)? 0.3342 eV

Which of these has the highest relative energy (zero: lowest compared OMol25 entry of this formula, charge and spin)? C4H4ClNS2

Repeat the third record exactly.
Formula: C3HBrCl3NOS
Source: the OMol25 dataset
Level of theory: wB97M-V/def2-TZVPD

- LUMO energy (alpha / beta) (eV) = 0.1 / -3.2
- E_tot (eV) = -125104.5897
- 2S+1 = 3
- relative energy (zero: lowest compared OMol25 entry of this formula, charge and spin) (eV) = 0.3342

Last column: Mulliken charge in e.
Element x y z (Å)
C -0.9995 0.7682 0.7333  0.49
C 0.8852 0.5026 0.2644  -0.25
C 0.7573 -0.7369 -0.5290  0.23
N -1.6482 0.1436 -0.3223  -0.14
O -1.3062 1.3810 1.6714  -0.39
S -0.7164 -0.5453 -1.6200  0.00
Cl 1.7594 0.3321 1.7849  -0.10
Cl 2.1140 -1.2653 -1.5213  -0.06
Cl 0.3100 -2.1696 0.6389  -0.12
Br 1.3574 1.9234 -0.9279  0.05
H -2.5132 -0.3339 -0.1724  0.28